Record 1
{"formula": "H32O16", "method": "the ωB97M-V functional and the def2-TZVPD basis", "homo_energy_ev": -10.5, "multiplicity": 1, "de_lowest_kj_mol": 418.31, "total_charge": 0, "lumo_energy_ev": -0.03, "homo_lumo_gap_ev": 10.455, "species": ["H", "H", "O", "H", "H", "H", "O", "H", "O", "H", "H", "H", "O", "O", "H", "O", "O", "H", "H", "H", "H", "H", "O", "H", "H", "O", "H", "O", "O", "H", "H", "H", "O", "H", "H", "H", "H", "H", "O", "H", "O", "O", "H", "H", "H", "O", "H", "H"], "xyz": [[-2.508, -1.578, -2.169], [-2.563, -1.604, 1.142], [-0.683, 2.230, -0.572], [0.301, 0.543, 3.949], [0.703, -0.092, 0.499], [1.402, 0.278, -2.879], [3.053, 0.570, -0.997], [-2.635, -0.811, 3.009], [-2.295, -0.208, 2.331], [-1.995, 0.441, -2.764], [1.023, -0.336, 2.971], [-3.879, 1.771, -1.335], [-1.166, 2.350, 2.160], [2.453, -0.950, 2.533], [-1.802, 1.803, -3.313], [0.150, -3.294, 1.263], [3.489, -1.844, 0.118], [0.618, -2.860, 0.506], [-0.747, -3.176, 1.104], [-1.350, -0.300, 2.519], [0.109, 2.706, -0.707], [-0.295, 1.966, 2.276], [-2.212, -0.909, -1.591], [2.648, -1.546, 1.853], [2.335, 0.812, 1.777], [0.461, -1.448, -2.832], [3.221, -0.978, 3.083], [-3.409, 2.037, -0.567], [1.909, 1.456, 1.160], [3.165, -1.112, -0.448], [-3.032, -0.613, -1.224], [2.535, 0.836, -1.744], [-2.482, -2.371, 0.573], [3.807, 1.155, -1.009], [-0.043, -1.082, -3.515], [-0.766, 2.490, 0.330], [-2.489, 2.034, -0.844], [-0.085, -1.096, -2.121], [1.182, 1.222, -2.859], [4.453, -1.731, 0.265], [-1.538, 0.911, -3.475], [0.132, -0.149, 3.290], [2.161, 1.135, 0.310], [0.208, 1.216, -2.929], [-2.023, -2.023, -0.199], [0.211, -0.189, -0.349], [-0.045, 0.712, -0.520], [-1.704, 1.605, 1.943]], "atomic_forces_ev_per_a": [[-0.3, -1.6, -1.4], [0.1, 0.6, 0.4], [-0.5, -0.1, -1.1], [-0.5, -0.2, -0.1], [-0.6, -0.2, -0.8], [-0.5, -0.2, -0.3], [0.9, -0.4, 0.4], [-0.4, 0.4, -0.1], [-0.7, -0.7, 0.2], [0.2, -0.5, 0.2], [0.2, -0.7, -0.2], [-0.9, -0.2, -1.0], [0.8, 1.3, -0.2], [-0.3, 1.5, 1.6], [-0.2, 1.2, -0.2], [3.8, 0.1, -0.4], [0.5, -0.2, 0.4], [-0.7, -0.6, 0.9], [-2.9, 0.5, -0.5], [0.7, 0.2, 0.0], [1.7, 0.8, -1.4], [0.4, -0.1, 0.1], [0.7, 1.1, -0.1], [0.4, -1.7, -2.4], [-0.4, 0.7, -0.7], [0.6, -0.6, 1.2], [0.7, 0.0, 0.8], [0.2, 0.0, 0.8], [-0.2, 0.3, 2.6], [0.6, -0.2, 0.2], [-0.9, 0.6, 1.0], [-1.1, 0.6, -0.9], [-0.2, -1.0, -0.2], [0.5, 0.2, 0.1], [-0.9, 0.6, -2.6], [-1.2, 0.1, 2.4], [0.4, 0.2, 0.1], [0.5, -0.2, 1.3], [0.4, 0.3, -0.1], [-1.0, 0.1, -0.5], [0.1, -0.4, -0.1], [0.0, 0.9, 0.8], [0.6, -0.4, -1.3], [0.3, -0.1, -0.1], [0.1, 0.0, 0.1], [1.0, -1.6, 1.3], [-0.5, 0.8, -0.2], [-1.1, -1.0, 0.1]], "mulliken_charge": [0.252, 0.454, -0.784, 0.315, -0.274, 0.423, -0.650, 0.337, -0.819, 0.342, 0.326, 0.321, -0.790, -0.533, 0.374, -0.670, -0.706, 0.276, 0.394, 0.473, 0.297, 0.328, -0.666, 0.215, 0.386, -0.729, 0.238, -0.616, -0.617, 0.418, 0.322, 0.410, -0.834, 0.279, 0.336, 0.321, 0.349, 0.172, -0.836, 0.278, -0.701, -0.719, 0.330, 0.264, 0.460, 0.582, 0.275, 0.395]}



Record 2
{"formula": "H32O16", "method": "the ωB97M-V functional and the def2-TZVPD basis", "homo_energy_ev": -10.4, "multiplicity": 1, "de_lowest_kj_mol": 548.06, "total_charge": 0, "lumo_energy_ev": -0.54, "homo_lumo_gap_ev": 9.895, "species": ["O", "O", "H", "O", "O", "H", "O", "O", "H", "H", "H", "O", "H", "O", "H", "H", "H", "H", "H", "H", "H", "O", "H", "H", "H", "O", "H", "H", "O", "H", "H", "H", "H", "H", "O", "O", "H", "H", "H", "O", "H", "H", "O", "H", "O", "H", "H", "H"], "xyz": [[17.860, -7.972, -20.430], [19.900, -11.187, -24.689], [19.622, -11.021, -17.790], [22.664, -8.096, -21.936], [18.089, -11.056, -20.247], [23.601, -8.006, -19.989], [21.376, -5.846, -22.688], [20.769, -11.498, -21.777], [21.669, -10.585, -23.508], [22.446, -8.945, -22.342], [19.438, -10.851, -23.925], [20.137, -11.062, -18.549], [17.042, -10.345, -23.308], [19.588, -7.989, -23.408], [19.950, -8.928, -21.839], [19.578, -10.822, -19.304], [23.527, -7.767, -22.285], [19.814, -7.267, -22.845], [22.320, -9.634, -24.412], [17.733, -10.937, -21.126], [20.237, -12.053, -21.185], [24.125, -7.429, -19.453], [21.876, -6.570, -22.281], [18.668, -8.409, -20.653], [19.209, -11.736, -25.079], [17.842, -10.596, -22.825], [20.932, -8.945, -18.418], [20.019, -7.817, -18.090], [22.520, -10.259, -23.708], [20.255, -7.962, -24.066], [21.091, -8.820, -20.840], [23.779, -6.587, -19.627], [15.928, -8.254, -22.662], [17.488, -10.534, -19.650], [20.572, -5.782, -19.832], [20.926, -8.017, -18.337], [17.368, -8.117, -22.671], [19.860, -5.834, -20.465], [23.415, -9.907, -18.667], [20.200, -9.076, -20.950], [20.652, -6.592, -19.309], [17.028, -8.391, -20.598], [22.894, -10.190, -19.417], [23.543, -10.171, -20.070], [16.587, -7.707, -22.986], [17.861, -11.587, -22.927], [21.992, -5.784, -23.408], [20.587, -10.599, -21.433]], "atomic_forces_ev_per_a": [[-0.7, 2.1, 1.1], [-0.2, -0.3, -0.6], [-1.6, 0.0, 2.0], [1.0, 1.0, 0.3], [-1.2, 0.4, 1.8], [-0.7, -0.6, -0.4], [0.3, -0.3, 0.0], [-0.4, -0.2, 0.0], [-1.7, -1.5, 0.5], [0.7, -0.5, -0.8], [0.0, 0.5, 0.6], [1.9, 0.2, -1.8], [0.1, 0.2, -0.1], [-1.3, -1.3, 0.4], [-0.2, 0.5, -2.2], [-0.1, -0.1, 0.2], [-0.9, -0.9, 0.4], [0.3, 1.5, 0.5], [0.3, -0.1, -0.3], [0.0, 0.4, -0.5], [0.4, 0.0, -0.2], [1.5, -1.3, 0.7], [-0.7, -0.3, 1.1], [0.5, -1.2, 0.0], [0.4, 0.0, -0.4], [-0.5, -1.6, -0.5], [0.2, -2.3, -0.3], [-0.2, 0.0, 0.2], [1.4, 1.4, -0.2], [0.8, 0.0, -1.1], [1.7, 0.9, 0.5], [-0.8, 2.0, -0.2], [-2.4, -1.4, 0.9], [0.9, -0.8, -0.8], [0.6, 0.7, 0.2], [-0.2, 1.8, 0.5], [1.7, -0.2, 0.3], [-0.3, -0.3, 0.0], [-0.1, 0.2, 0.7], [-1.2, -0.9, 1.5], [-0.1, -0.1, -0.5], [0.0, -0.6, -0.3], [-1.4, 0.1, 1.3], [1.6, -0.3, -2.2], [0.5, 1.6, -1.6], [0.1, 1.2, 0.2], [0.0, 1.0, -1.3], [0.1, -0.6, 0.2]], "mulliken_charge": [-0.707, -0.672, 0.296, -0.528, -0.670, 0.311, -0.643, -0.677, 0.216, 0.206, 0.405, -0.657, 0.214, -0.608, 0.088, 0.178, 0.279, 0.290, 0.348, 0.282, 0.359, -0.666, 0.368, -0.010, 0.274, -0.585, 0.265, 0.332, -0.679, 0.206, -0.256, 0.333, 0.337, 0.326, -0.636, -0.733, 0.153, 0.271, 0.287, 1.597, 0.430, 0.283, -0.545, 0.245, -0.610, 0.355, 0.281, 0.066]}



Record 3
{"formula": "H32O16", "method": "the ωB97M-V functional and the def2-TZVPD basis", "homo_energy_ev": -9.9, "multiplicity": 1, "de_lowest_kj_mol": 431.79, "total_charge": 0, "lumo_energy_ev": -0.64, "homo_lumo_gap_ev": 9.273, "species": ["H", "H", "H", "O", "O", "H", "H", "H", "H", "O", "H", "H", "H", "H", "H", "H", "O", "O", "O", "O", "O", "H", "H", "O", "H", "H", "O", "H", "O", "O", "H", "H", "H", "H", "H", "H", "O", "H", "O", "H", "H", "O", "H", "H", "O", "H", "H", "H"], "xyz": [[-0.623, 3.424, -2.144], [0.189, -2.387, -1.632], [-2.071, 0.898, -2.006], [1.718, -2.256, -0.998], [-0.602, -2.414, -2.119], [2.131, -1.711, 1.599], [-1.293, 2.682, -0.982], [0.251, 0.649, -2.816], [-1.384, 0.570, 1.841], [-0.579, 3.267, -1.201], [-0.325, -2.026, 2.529], [-2.201, -0.284, -2.983], [-2.349, 0.768, 3.030], [0.782, 0.730, 4.137], [1.120, 1.879, 0.938], [0.284, 2.939, 0.388], [1.088, 0.660, -2.381], [-0.086, -3.920, 0.331], [-2.699, 1.800, -0.659], [-0.306, 0.137, 0.204], [0.780, 2.742, 1.127], [1.442, 1.530, -2.439], [0.345, 1.306, 2.801], [1.238, -1.648, 1.924], [-1.629, -2.742, 2.723], [2.633, 2.341, -0.939], [2.805, 0.923, 0.399], [1.208, -0.767, 2.402], [0.996, 0.740, 3.197], [-1.078, -2.012, 3.099], [3.171, 0.231, -0.138], [-3.628, 1.520, -0.795], [-1.713, -0.844, -0.183], [0.304, -0.479, 0.633], [0.467, -3.205, -0.031], [-2.160, -1.770, -1.170], [-2.514, -1.347, -0.367], [2.523, -2.071, -0.510], [2.219, 2.993, -1.481], [-2.675, 1.785, 0.318], [-0.922, -3.325, -2.080], [-1.630, 0.439, -2.762], [1.274, 3.072, -1.207], [-0.030, -4.660, -0.296], [-2.199, 1.009, 2.126], [0.189, 0.464, -0.587], [3.556, 1.150, 0.939], [1.979, -2.780, -1.780]], "atomic_forces_ev_per_a": [[-0.1, 0.0, -0.3], [1.0, 0.5, 1.0], [0.5, -0.7, -0.5], [0.8, -0.4, -0.5], [-2.0, -0.6, -1.9], [0.4, -0.2, 0.1], [-1.0, -0.5, -0.1], [-1.4, -0.2, -0.6], [-0.3, -0.1, -0.1], [1.2, 0.9, -0.2], [0.9, -0.3, -0.5], [-0.3, -0.7, -0.1], [-0.2, -0.4, 0.6], [0.0, -0.1, -0.1], [0.5, -0.7, -0.1], [-1.9, 1.0, -2.4], [0.7, -1.6, 0.9], [0.0, -0.4, -0.1], [-1.7, -0.1, 0.8], [0.7, 0.4, -0.4], [1.3, -0.1, 3.1], [0.7, 1.4, -0.1], [-0.5, 0.9, -0.6], [0.1, 1.1, 0.1], [0.5, 1.0, 0.5], [0.1, -0.6, 0.9], [0.0, -0.2, 0.1], [0.1, -0.6, -0.1], [0.6, -0.6, 0.7], [-1.9, -0.9, 0.3], [-0.1, -0.6, -0.8], [0.7, 0.2, -0.3], [0.1, 0.6, 0.6], [0.1, -0.3, 0.0], [-0.2, -0.6, 0.4], [-0.4, -0.2, 0.3], [-0.2, -0.4, -0.8], [0.1, -0.1, -0.1], [-1.0, 1.1, -1.2], [0.5, -0.3, 0.1], [0.1, 0.2, 0.1], [0.0, 1.2, 0.3], [1.1, -0.1, 0.0], [0.1, 0.4, 0.4], [0.2, 0.6, -0.8], [-0.3, -0.3, 0.2], [0.4, 0.6, 0.7], [0.2, 0.5, 0.4]], "mulliken_charge": [0.357, 0.334, 0.337, -0.659, -0.618, 0.243, 0.320, 0.242, 0.190, -0.796, 0.405, 0.264, 0.310, 0.292, 0.104, 0.493, -0.627, -0.611, -0.758, 1.855, -0.721, 0.359, 0.247, -0.811, 0.334, 0.427, -0.547, 0.341, -0.622, -0.661, 0.248, 0.328, 0.097, 0.006, 0.365, 0.417, -0.680, 0.198, -0.775, 0.194, 0.343, -0.624, 0.356, 0.279, -0.762, -0.492, 0.243, 0.235]}